# C16H53BHgO8

C16H53BHgO8 as an isolated structure in a non-equilibrium geometry (wB97M-V/def2-TZVPD, the Open Molecules 2025 dataset).

Results
Net charge: +2
LUMO in Eh: -0.2822
Orbital gap in eV: 6.707

```
79
Properties=species:S:1:pos:R:3:forces:R:3:lowdin_charge:R:1
Hg 1.90052 0.53891 2.77073 -0.375 -0.048 -0.353 1.252
O -1.46143 2.42506 1.84393 -0.601 0.410 0.552 0.226
H -1.89184 2.03639 2.63028 -0.330 -0.106 -0.271 0.165
H -0.97329 3.23527 2.08105 0.104 -0.025 -0.272 0.153
H -0.84448 1.74199 1.38460 1.373 -0.831 -0.430 0.082
O 2.36960 2.17014 -0.49894 0.302 -0.170 -0.318 0.229
H 1.62624 2.44403 0.12637 -0.546 0.077 -0.343 0.095
H 3.03273 2.87547 -0.62851 -0.142 0.125 0.012 0.192
H 2.81305 1.37794 -0.14446 -0.166 0.009 -0.080 0.163
B 2.43972 2.75496 2.89324 -0.929 -0.775 -0.277 -0.406
H 2.19827 2.50500 1.77317 0.061 0.201 -1.147 -0.092
H 3.27779 2.04187 3.35189 1.187 -0.824 0.524 -0.006
H 2.83445 3.84108 2.97508 0.511 0.723 0.306 0.039
H 1.41063 2.64615 3.46631 -1.105 0.170 0.775 -0.016
C -0.09563 -0.32651 0.26891 -0.323 -0.633 -0.083 -0.219
O 0.37798 0.82808 0.93649 0.148 0.536 0.732 -0.447
H 0.63972 -0.80413 -0.39055 0.245 0.231 0.075 0.055
H -0.41134 -1.09275 0.98477 -0.046 -0.014 -0.039 0.062
H -0.95847 -0.12732 -0.37499 -0.013 0.280 0.107 0.085
C 0.94294 -2.85122 4.45647 0.537 -0.284 0.452 -0.032
C 2.03393 -2.87937 3.39244 -0.872 0.169 0.262 -0.387
C 1.98588 -4.07644 2.46649 -0.423 -0.235 -0.236 -0.033
O 1.74618 -1.69869 2.53942 0.370 0.856 -0.508 -0.202
H 0.98210 -3.80109 4.99158 -0.217 -0.014 -0.017 0.100
H -0.05860 -2.68298 4.06476 0.072 -0.255 -0.295 0.090
H 1.11806 -2.09558 5.22630 0.171 0.127 -0.155 0.084
H 3.01766 -2.71459 3.82991 0.022 -0.179 -0.016 0.146
H 2.78794 -4.11021 1.72648 0.356 0.004 0.383 0.086
H 1.07701 -4.10766 1.85583 -0.235 0.256 0.295 0.097
H 1.95421 -4.99499 3.05067 0.352 -0.021 -0.022 0.106
H 1.98372 -1.95564 1.63700 -0.104 0.157 -0.064 0.075
C 1.31086 -0.12775 -4.23894 0.272 0.102 -0.661 -0.056
C 0.64384 1.23546 -4.41708 -0.887 -0.825 -1.498 -0.476
C 1.41937 2.46052 -3.96718 -1.329 -0.098 0.933 -0.039
O 0.35331 1.39660 -5.82924 0.612 0.137 0.606 -0.050
H 1.35596 -0.49630 -3.21238 0.209 0.180 0.075 0.052
H 2.29141 -0.09472 -4.72639 0.267 0.045 0.519 0.088
H 0.80274 -0.87843 -4.84598 -0.429 0.120 0.209 0.084
H -0.37879 1.19341 -4.03183 0.233 0.132 0.598 0.132
H 1.97706 2.89210 -4.79431 0.511 -0.113 0.306 0.092
H 1.96262 2.23945 -3.04694 0.552 0.108 -0.313 0.052
H 0.65777 3.18882 -3.67490 0.199 0.296 -0.173 0.066
H 1.20803 1.66281 -6.18905 -0.234 -0.086 -0.603 0.082
C -0.37424 -3.71338 -2.34881 -0.868 0.553 0.422 -0.053
C 0.86176 -4.46708 -1.92364 -0.598 0.015 -0.801 -0.493
C 1.93098 -3.55928 -1.33951 0.879 -0.953 0.472 -0.052
O 0.47477 -5.50452 -1.03924 -0.316 0.341 0.595 -0.036
H -0.93599 -3.34957 -1.48016 0.059 -0.128 0.106 0.075
H -1.06174 -4.32117 -2.93525 0.110 -0.142 0.051 0.090
H -0.15308 -2.82084 -2.93780 0.316 -0.143 -0.115 0.069
H 1.16971 -4.95591 -2.85598 0.833 0.216 0.154 0.145
H 2.48444 -3.02101 -2.10741 -0.093 0.129 0.026 0.084
H 2.63325 -4.22337 -0.81968 0.350 0.071 -0.328 0.073
H 1.63641 -2.89312 -0.52141 -0.682 0.174 -0.349 0.039
H 1.25056 -5.96732 -0.70875 0.055 -0.077 -0.202 0.090
C -1.38422 3.44457 -1.38864 0.196 -0.295 -0.721 -0.045
C -0.42725 4.56890 -1.00617 -1.265 -0.175 1.038 -0.406
C -1.18526 5.73666 -0.36424 0.264 -0.008 -0.792 -0.029
O 0.30486 3.95771 0.09754 1.301 -0.719 0.570 -0.123
H -2.16830 3.30669 -0.64534 0.072 0.107 0.091 0.077
H -0.82787 2.50661 -1.47448 0.038 -0.003 0.049 0.068
H -1.87373 3.56584 -2.35549 0.049 0.365 0.028 0.100
H 0.25430 4.83778 -1.81235 0.006 0.087 0.051 0.137
H -1.93667 5.30211 0.29344 -0.002 0.216 0.148 0.081
H -1.68983 6.35641 -1.10560 -0.048 -0.079 -0.029 0.099
H -0.51249 6.39229 0.19030 -0.013 -0.011 0.046 0.087
H 0.91413 4.57998 0.51669 -0.292 0.409 -0.153 0.104
C -4.56130 -1.58930 2.85331 0.318 -0.273 -0.892 -0.040
C -3.74261 -1.06498 1.69808 -0.641 1.670 -1.055 -0.455
C -4.28375 -1.34302 0.30306 0.745 -0.935 -1.068 -0.059
O -3.73455 0.40475 1.75216 0.651 0.139 0.640 -0.103
H -4.49877 -2.67738 2.79564 -0.080 -0.035 0.534 0.092
H -5.60039 -1.30377 2.69277 -0.019 0.036 0.186 0.092
H -4.18668 -1.16783 3.78242 -0.086 -0.279 0.153 0.081
H -2.68025 -1.31792 1.72334 -0.099 -0.328 0.263 0.111
H -3.76062 -0.71727 -0.42807 -0.024 0.357 0.248 0.074
H -5.35056 -1.18987 0.13665 -0.064 0.008 0.477 0.095
H -4.02222 -2.32391 -0.10726 -0.325 -0.289 0.527 0.087
H -4.42225 0.71638 1.15741 -0.087 0.063 0.088 0.079
```
Positions in Å, forces in eV/Å.